[1]
ORCA calculation (the ωB97M-V functional and the def2-TZVPD basis) on a 9-piece molecular cluster, C32H42F8NO28PSi overall.

Geometry as XYZ:
```
113
C32H42F8NO28PSi | the Open Molecules 2025 dataset | the ωB97M-V functional and the def2-TZVPD basis
C 4.25 -1.50 0.76
C 4.33 -1.47 -0.76
N 3.37 -0.49 -1.33
C 2.92 -0.90 -2.67
C 1.70 -0.11 -3.15
Si 0.12 -0.46 -2.16
C -0.29 0.79 -0.79
C 0.77 1.81 -0.57
O 1.02 2.67 -1.38
P -1.65 -0.36 -3.63
O -1.03 0.79 -4.66
O -1.42 -1.78 -4.46
C 4.00 0.79 -1.33
C 4.80 1.21 -2.54
O 3.95 1.49 -0.35
H 4.44 -0.51 1.19
H 4.96 -2.21 1.18
H 3.24 -1.79 1.07
H 4.07 -2.46 -1.14
H 5.36 -1.23 -1.05
H 3.73 -0.83 -3.41
H 2.66 -1.96 -2.61
H 1.48 -0.44 -4.17
H 1.90 0.96 -3.22
H 0.20 -1.82 -1.57
H -1.20 1.32 -1.09
H -0.53 0.24 0.13
H 1.33 1.75 0.38
H -0.38 1.34 -4.21
H -0.84 -2.40 -4.00
H 5.44 2.05 -2.24
H 4.16 1.56 -3.36
H 5.45 0.41 -2.90
O -4.88 5.32 -0.26
C -4.43 4.73 -1.18
O -4.34 5.22 -2.44
C -3.60 4.29 -3.24
C -3.81 3.00 -2.47
F -2.72 2.18 -2.54
O -3.94 3.47 -1.14
H -2.55 4.58 -3.25
H -3.98 4.26 -4.25
H -4.69 2.43 -2.74
O -2.16 8.35 -4.54
C -2.48 8.76 -3.48
O -1.99 8.30 -2.30
C -2.51 9.11 -1.24
C -3.75 9.70 -1.88
F -4.01 10.95 -1.45
O -3.40 9.74 -3.25
H -1.79 9.90 -1.01
H -2.71 8.51 -0.36
H -4.65 9.09 -1.76
O 4.89 6.88 2.10
C 4.51 6.19 1.21
O 3.31 5.56 1.17
C 3.16 4.95 -0.12
C 4.59 4.82 -0.57
F 4.74 4.96 -1.91
O 5.22 5.91 0.08
H 2.60 5.63 -0.77
H 2.64 4.00 -0.05
H 5.07 3.89 -0.26
O 3.72 -4.64 -0.90
C 3.61 -5.27 0.11
O 4.34 -5.07 1.22
C 3.83 -5.91 2.26
C 3.12 -6.99 1.46
F 2.02 -7.46 2.09
O 2.73 -6.29 0.29
H 3.12 -5.34 2.87
H 4.64 -6.29 2.87
H 3.76 -7.83 1.18
O -6.31 1.14 -3.34
C -6.34 0.55 -2.31
O -5.71 0.93 -1.18
C -6.09 0.04 -0.12
C -6.54 -1.18 -0.89
F -7.57 -1.83 -0.28
O -7.01 -0.61 -2.11
H -6.92 0.48 0.44
H -5.26 -0.16 0.56
H -5.75 -1.89 -1.11
O 6.50 -7.46 1.56
C 7.34 -6.76 1.12
O 7.13 -5.51 0.65
C 8.40 -4.92 0.34
C 9.27 -6.14 0.14
F 10.54 -5.94 0.54
O 8.65 -7.09 1.00
H 8.74 -4.33 1.19
H 8.32 -4.29 -0.54
H 9.28 -6.54 -0.87
O -4.40 -1.17 2.20
C -4.72 -0.77 3.27
O -4.17 -1.16 4.43
C -4.71 -0.35 5.49
C -6.01 0.13 4.87
F -6.34 1.38 5.27
O -5.69 0.15 3.48
H -4.03 0.47 5.67
H -4.85 -0.93 6.39
H -6.86 -0.53 5.04
O -5.52 -3.21 6.01
C -5.20 -4.26 5.57
O -4.05 -4.49 4.91
C -3.95 -5.90 4.66
C -5.40 -6.33 4.73
F -5.55 -7.58 5.23
O -5.95 -5.39 5.64
H -3.37 -6.37 5.45
H -3.48 -6.08 3.70
H -5.94 -6.27 3.78
```

- Structure (SMILES): CCN(CC[Si@@H](CC=O)P(O)O)C(C)=O.O=C1OC[C@@H](F)O1.O=C1OC[C@@H](F)O1.O=C1OC[C@@H](F)O1.O=C1OC[C@@H](F)O1.O=C1OC[C@@H](F)O1.O=C1OC[C@@H](F)O1.O=C1OC[C@@H](F)O1.O=C1OC[C@@H](F)O1
- Orbital gap: 0.30423 hartree
- E: -4835.972039 hartree
- Max |F|: 0.75 eV/Å
- Energy above the lowest of the compared OMol25 structures with the same formula, charge and spin: 0.0 kJ/mol
- Highest occupied orbital energy: -8.3 eV


[2]
ORCA calculation (the ωB97M-V functional and the def2-TZVPD basis) on C30H34BrCl2N5O6Pb as an isolated structure.

Geometry as XYZ:
```
79
C30H34BrCl2N5O6Pb | the Open Molecules 2025 dataset | the ωB97M-V functional and the def2-TZVPD basis
Pb 1.39 -0.99 0.94
O -0.60 -5.12 2.73
C -1.55 -5.59 2.06
C -2.25 -6.77 2.50
C -3.26 -7.29 1.74
C -3.62 -6.68 0.53
C -2.96 -5.51 0.08
C -1.96 -4.96 0.81
C -1.25 -3.69 0.39
O -0.06 -3.48 1.03
N -2.21 -2.54 0.72
N -1.78 -1.42 1.17
C -2.65 -0.43 1.31
C -2.33 0.77 1.93
Br -0.72 0.96 2.88
C -3.20 1.85 1.99
C -4.32 2.10 1.15
C -5.33 2.96 1.65
C -6.46 3.22 0.90
C -6.58 2.68 -0.38
C -5.56 1.88 -0.91
C -4.44 1.60 -0.16
H -0.03 -4.09 1.83
H -1.92 -7.22 3.43
H -3.78 -8.18 2.06
H -4.41 -7.10 -0.07
H -3.26 -5.09 -0.87
H -1.15 -3.62 -0.70
H -3.20 -2.64 0.47
H -3.68 -0.57 0.98
H -3.01 2.57 2.77
H -5.22 3.38 2.64
H -7.24 3.85 1.30
H -7.45 2.90 -0.97
H -5.65 1.52 -1.93
H -3.62 1.05 -0.61
O 2.67 -1.18 -1.01
C 2.63 -0.51 -2.05
C 1.75 0.58 -2.35
C 2.01 1.25 -3.56
C 1.22 2.30 -3.94
C 0.14 2.71 -3.16
C -0.13 2.07 -1.98
C 0.66 0.99 -1.53
O 0.35 0.41 -0.40
N 1.48 2.98 -5.22
O 0.71 3.86 -5.54
O 2.45 2.62 -5.85
H 3.35 -0.77 -2.83
H 2.83 0.94 -4.20
H -0.47 3.54 -3.50
H -0.95 2.38 -1.35
Cl -0.53 -2.21 -2.92
C -0.85 -2.12 -4.69
Cl -0.33 -0.58 -5.36
H -1.92 -2.23 -4.83
H -0.29 -2.92 -5.15
C 2.26 2.99 0.70
C 3.47 2.13 0.37
N 4.36 1.99 1.52
C 5.42 3.00 1.62
C 6.66 2.62 0.82
C 4.17 1.04 2.44
C 5.10 1.02 3.62
N 3.21 0.15 2.33
H 1.61 3.09 -0.17
H 2.57 3.99 1.00
H 1.68 2.55 1.51
H 4.05 2.59 -0.43
H 3.19 1.14 0.02
H 5.66 3.18 2.66
H 5.00 3.94 1.25
H 7.09 1.69 1.19
H 7.41 3.41 0.90
H 6.42 2.49 -0.23
H 6.14 1.10 3.32
H 4.98 0.09 4.17
H 4.87 1.85 4.29
H 3.25 -0.47 3.14
```

- Orbital gap (alpha / beta): 0.19367 / 0.22554 hartree
- E: -5575.385094 hartree
- Max |F|: 0.97 eV/Å
- Energy above the lowest of the compared OMol25 structures with the same formula, charge and spin: 185.3 kJ/mol
- Charge: +2
- Highest occupied orbital energy (alpha / beta): -13.4 / -13.4 eV


E of number 2 (C30H34BrCl2N5O6Pb)? -5575.385094 hartree